1.
Molecular formula: C6H11NSSi
Method: DFT, ωB97M-V with the def2-TZVPD basis set

Computed properties:
E	-977.5936	Ha
LUMO level	0.44	eV
relative energy (zero: lowest compared OMol25 entry of this formula, charge and spin)	3.90	kcal per mole
HOMO	-9.45	eV
SMILES	C[Si](C)(C)S.C#CC#N

Geometry as XYZ:
```
20
Properties=species:S:1:pos:R:3:lowdin_charge:R:1
H 1.74 -2.15 1.13 0.035
C -1.09 0.59 0.89 -0.241
H 2.48 -0.51 1.20 0.027
C -0.31 -1.78 -1.10 -0.192
N -2.51 2.53 -2.59 0.190
C -0.12 5.01 -1.36 0.169
C -0.89 4.20 -1.75 -0.138
H -0.91 -2.59 -0.72 0.031
H 0.46 -2.13 -1.73 -0.001
C -1.78 3.32 -2.22 -0.268
H 1.15 -0.85 2.28 0.016
H -0.67 1.52 1.37 0.017
H 1.33 2.06 -0.24 -0.195
S 1.40 1.08 -1.17 0.450
Si 0.38 -0.36 0.05 0.210
H 0.56 5.61 -0.83 0.042
H -0.91 -1.25 -1.78 -0.004
C 1.54 -1.09 1.31 -0.229
H -1.77 -0.04 1.69 0.089
H -1.77 0.99 0.14 -0.009
```

---

2.
Molecular formula: C18H39IInN2O5S2
Method: DFT, ωB97M-V with the def2-TZVPD basis set

Computed properties:
charge	-1
E	-2479.1838	Ha
LUMO level	2.00	eV
HOMO	-4.98	eV

Geometry as XYZ:
```
68
Properties=species:S:1:pos:R:3:lowdin_charge:R:1
H -3.16 2.90 -7.06 0.074
H 0.35 -2.51 0.28 0.024
O -5.32 2.25 -4.43 -0.268
H 5.35 -3.30 -2.61 0.055
H -5.71 0.52 -1.53 0.080
H 2.21 -3.37 3.56 0.073
H -0.99 -1.37 0.16 0.021
C 3.36 -1.94 2.51 -0.547
C 0.75 -0.94 -1.10 -0.296
S -3.17 1.23 0.57 0.728
C 2.39 -3.10 2.52 -0.037
C -5.95 1.34 -3.50 -0.248
N 2.91 -0.66 2.25 0.009
H -1.67 2.03 2.27 0.033
H -0.39 3.04 -0.20 0.095
H 2.54 -1.97 -0.37 0.095
I -1.10 -2.55 4.22 0.688
C -0.03 1.66 5.00 -0.111
H -4.20 0.60 -2.44 0.066
H 4.43 -2.10 -3.16 0.061
H -6.90 1.80 -3.26 0.118
H -0.70 2.01 4.21 0.043
H 0.13 -1.27 -1.94 0.095
C 3.56 0.33 3.01 -0.529
C -0.52 2.14 0.41 -0.374
C 3.34 -3.58 -2.34 -0.302
H -3.90 3.99 -5.86 0.073
H -2.19 3.31 1.17 0.056
H -0.65 -0.17 5.88 0.060
C 0.10 -1.45 0.20 -0.259
H 0.96 2.10 4.86 0.061
C 2.15 -1.56 -1.30 -0.220
C 4.86 0.83 2.44 -0.003
H -3.49 0.48 1.63 -0.157
H -4.89 2.07 -1.78 0.059
H 4.70 1.09 1.39 0.081
C -5.14 1.12 -2.24 -0.113
H 1.46 -2.94 2.00 0.010
H 1.23 -3.33 -2.00 0.109
C -4.02 3.07 -6.42 -0.127
H -0.66 1.31 -0.28 0.044
N 4.54 -2.74 -2.38 -0.011
C 2.07 -2.72 -2.31 -0.220
H -6.16 0.39 -4.01 0.112
H 3.29 -4.26 -3.20 0.094
H -0.44 2.06 5.93 0.063
H 2.83 -0.80 -1.68 0.100
C 0.00 0.13 5.05 -0.437
H -1.47 -0.03 3.53 -0.021
H 1.61 2.19 0.86 0.030
O 3.11 0.78 4.05 0.067
C -0.52 -0.51 3.77 -0.791
H 3.34 -4.20 -1.44 0.104
H 1.00 -0.23 5.32 0.082
H 0.57 2.50 2.23 0.021
In 0.79 -0.27 1.96 0.772
O -4.50 0.53 -5.98 -0.279
H 0.86 0.14 -1.10 0.073
C -1.82 2.29 1.22 -0.532
H 2.90 -3.95 2.06 0.081
H 5.22 1.69 3.01 0.074
O 4.55 -2.19 2.74 0.001
S -4.09 1.72 -5.29 0.560
C 0.68 1.88 1.33 -0.255
O -2.91 1.72 -4.50 -0.264
H 5.57 0.01 2.45 0.075
H -4.93 3.08 -7.01 0.071
H 1.88 -2.32 -3.31 0.106
```

---

3.
Molecular formula: CH4ClN3S
Method: DFT, ωB97M-V with the def2-TZVPD basis set

Computed properties:
E	-1063.0001	Ha
LUMO level (alpha / beta)	-0.93 / -0.65	eV
relative energy (zero: lowest compared OMol25 entry of this formula, charge and spin)	50.77	kcal per mole
HOMO (alpha / beta)	-8.00 / -7.77	eV
SMILES	N/N=C/Cl.N=S

Geometry as XYZ:
```
10
Properties=species:S:1:pos:R:3:lowdin_charge:R:1
H 2.16 -1.65 -1.03 -0.048
N 1.44 -0.98 -1.19 -0.473
N 0.37 1.26 -0.05 -0.026
H 0.88 1.05 0.91 0.148
S -0.04 -1.49 -1.10 0.706
H 0.98 1.24 -0.83 0.044
N -0.76 0.59 -0.19 -0.321
Cl -2.90 -0.45 0.78 0.659
C -1.34 0.16 0.84 -0.800
H -0.80 0.27 1.86 0.112
```

---

4.
Molecular formula: C4H11NO
Method: DFT, ωB97M-V with the def2-TZVPD basis set

Computed properties:
E	-288.7986	Ha
LUMO level	-1.88	eV
relative energy (zero: lowest compared OMol25 entry of this formula, charge and spin)	137.06	kcal per mole
HOMO	-7.86	eV

Geometry as XYZ:
```
17
Properties=species:S:1:pos:R:3:lowdin_charge:R:1
O -2.27 1.03 0.00 -0.125
C 1.59 0.86 0.67 -0.127
H -0.73 0.30 1.78 0.095
H 0.83 0.66 1.48 -0.007
C 0.23 -0.71 -0.67 -0.456
H 2.48 0.28 0.89 0.100
H -0.31 -2.58 0.13 0.078
H 1.13 0.98 -1.52 0.123
H -1.15 0.00 -1.84 0.064
H -1.29 -1.58 -1.62 0.077
C 0.20 -1.65 0.35 0.146
H 1.85 1.92 0.66 0.085
C 0.98 0.45 -0.58 -0.093
N -0.62 -0.86 -1.79 0.073
H -1.87 0.63 0.80 -0.071
H 0.51 -1.39 1.34 0.015
H -1.55 1.67 -0.10 0.021
```

---

5.
Molecular formula: C8H21BCoF4NO4
Method: DFT, ωB97M-V with the def2-TZVPD basis set

Computed properties:
charge	+2
E	-2479.6234	Ha
LUMO level (alpha / beta)	-6.72 / -13.15	eV
relative energy (zero: lowest compared OMol25 entry of this formula, charge and spin)	31.64	kcal per mole
HOMO (alpha / beta)	-17.01 / -17.01	eV
<S²>	6.009
2S+1	5

Geometry as XYZ:
```
40
Properties=species:S:1:pos:R:3:lowdin_charge:R:1
H 8.93 -20.23 -8.76 0.146
H 10.43 -19.43 -7.15 0.101
H 8.03 -21.45 -5.48 0.138
H 8.41 -22.32 -8.10 0.151
H 11.00 -20.89 -4.80 0.115
C 9.70 -20.96 -8.55 -0.173
H 9.98 -21.07 -3.26 0.142
O 11.98 -20.94 -7.57 -0.081
C 9.66 -21.68 -4.11 -0.164
C 14.04 -23.52 -6.90 -0.008
C 9.29 -18.40 -4.34 0.102
O 8.86 -19.57 -5.15 0.064
F 10.60 -24.63 -6.83 0.138
H 11.52 -23.69 -3.89 0.154
H 9.50 -17.62 -5.08 0.120
C 8.48 -20.91 -4.65 -0.050
F 10.01 -25.24 -9.01 0.137
H 11.09 -19.39 -8.75 0.147
Co 11.03 -22.68 -6.85 0.853
H 9.22 -22.62 -3.77 0.170
F 11.91 -25.90 -8.00 0.205
H 14.67 -24.12 -6.24 0.115
F 11.67 -23.72 -8.56 0.179
H 13.82 -22.09 -4.84 0.140
H 12.06 -22.06 -3.22 0.144
H 13.81 -24.03 -7.83 0.109
H 10.29 -18.57 -3.92 0.134
H 10.05 -21.25 -9.55 0.152
H 12.63 -20.24 -7.47 0.121
O 12.87 -23.24 -6.14 -0.270
H 8.51 -18.05 -3.67 0.143
B 11.05 -24.86 -8.13 -1.328
C 13.11 -22.92 -4.82 -0.177
H 7.59 -20.85 -4.02 0.174
C 11.77 -22.65 -4.09 -0.084
H 13.64 -23.75 -4.34 0.150
N 10.82 -21.87 -4.96 -0.055
H 14.67 -22.66 -7.14 0.109
O 9.29 -22.11 -7.79 -0.058
C 10.78 -20.07 -7.96 -0.106
```

---

6.
Molecular formula: C31H42BrN3P2Pb
Method: DFT, ωB97M-V with the def2-TZVPD basis set

Computed properties:
charge	+4
E	-4818.4876	Ha
LUMO level (alpha / beta)	-13.72 / -13.75	eV
relative energy (zero: lowest compared OMol25 entry of this formula, charge and spin)	23.10	kcal per mole
HOMO (alpha / beta)	-18.08 / -18.08	eV

Geometry as XYZ:
```
80
Properties=species:S:1:pos:R:3:lowdin_charge:R:1
C -3.81 -0.71 -3.14 -0.416
H -4.14 -2.41 -7.55 0.108
C -0.41 0.18 -3.42 -0.060
C -2.04 2.95 -5.21 -0.207
H -2.36 0.04 -6.88 0.086
H 4.43 -0.05 -3.45 0.086
H -2.85 -0.44 -2.68 0.067
C 3.92 -2.81 0.10 -0.336
C 1.46 0.73 3.42 -0.142
C -1.73 2.04 -4.33 -0.213
H 5.80 -0.28 -1.75 0.084
H -3.68 -2.78 -2.44 0.079
Br 0.82 -0.89 0.32 1.173
H -2.55 -3.67 -6.11 0.063
C 3.27 -1.74 -2.68 -0.319
H 6.06 0.83 -0.41 0.116
C -0.02 1.50 -1.01 -0.039
H 2.68 0.27 -3.30 0.069
H -4.68 -1.73 -1.42 0.105
H -1.61 -1.95 -3.74 0.051
N -0.09 0.91 8.03 0.224
C -1.99 4.33 -7.29 0.011
H 4.73 -2.38 0.70 0.108
C -1.16 6.56 -5.90 -0.072
H -0.87 7.48 -5.38 0.138
H 3.13 -3.14 0.80 0.101
P -3.48 -1.06 -4.96 1.045
N -1.31 6.63 -7.22 0.124
H 2.34 -2.27 -2.94 0.091
C -1.72 5.56 -7.90 -0.070
C -0.03 -0.56 -2.30 -0.145
C -3.28 -0.56 -6.76 -0.439
C 0.00 0.86 6.86 -0.131
H -1.70 0.54 2.55 0.111
C 0.12 0.79 5.42 -0.188
C -4.41 -1.96 -2.46 -0.096
H 3.29 -0.76 -4.60 0.104
H -1.23 -4.07 -5.01 0.100
C -0.50 2.20 -2.12 0.037
N 0.36 0.68 2.67 -0.064
H -1.86 5.69 -8.98 0.138
H -5.31 -2.30 -2.98 0.100
C 0.20 0.12 -1.10 -0.621
H -4.50 0.14 -3.05 0.036
H 3.63 -4.41 -1.35 0.090
Pb -3.76 1.64 -5.01 1.472
H 3.62 0.87 -1.00 0.100
H 0.11 -1.64 -2.35 0.107
H 2.43 0.73 2.92 0.101
C -1.77 4.22 -5.90 -0.225
C -2.18 -3.54 -5.09 -0.098
H 2.29 0.86 5.42 0.139
H -0.62 3.29 -2.12 0.144
H -3.28 -1.42 -8.74 0.115
C -1.02 0.71 4.61 0.031
C 5.56 -0.10 -0.69 -0.079
H -2.34 -2.36 -7.58 0.076
H 6.01 -0.90 -0.09 0.088
P 3.17 -1.47 -0.88 1.058
C 4.42 -3.99 -0.72 -0.105
H -2.02 0.70 5.04 0.137
H -1.35 5.39 -4.10 0.121
C 3.43 -0.49 -3.54 -0.103
C 1.38 0.80 4.82 0.026
C -3.25 -1.78 -7.70 -0.092
H 5.26 -3.72 -1.37 0.091
H -0.35 -0.24 -4.42 0.115
C -1.40 5.38 -5.19 0.020
H -1.20 -1.66 -5.44 0.088
C -0.87 1.50 -3.28 -0.207
H 3.87 0.23 0.63 0.095
H -2.40 3.51 -7.89 0.120
H -2.90 -4.00 -4.41 0.085
H -4.15 0.05 -7.06 0.052
C -1.97 -2.06 -4.77 -0.406
C -0.84 0.63 3.22 -0.134
H 4.77 -4.78 -0.05 0.110
H 4.10 -2.44 -2.84 0.112
C 4.07 0.03 -0.43 -0.364
H 0.20 2.02 -0.07 0.125
```